ORCA calculation (wB97M-V/def2-TZVPD) on the molecule C20H30N4O3S.

Results
Frontier orbital gap, eV: 8.332
SMILES string: Cc1ccc(CN2CCN(Cc3cnc(N4CCOCC4)s3)C[C@H]2CCO)o1
Relative energy (zero: lowest compared OMol25 entry of this formula, charge and spin), eV: 3.974
LUMO, hartree: 0.0187
M, g/mol: 406.55
HOMO energy, eV: -7.82
Spin multiplicity: 1

```
58
Properties=species:S:1:pos:R:3:forces:R:3
C -0.064 2.631 2.366 -0.104 -0.201 -0.032
C -0.767 2.143 1.151 0.628 0.424 -0.435
C -0.530 2.337 -0.177 -0.047 -0.054 0.535
C -1.518 1.597 -0.873 -0.515 -0.234 0.439
C -2.291 0.997 0.077 -0.112 0.177 -0.940
O -1.838 1.334 1.310 -0.195 -0.125 0.283
C -3.477 0.086 -0.028 0.178 0.109 0.184
N -3.232 -1.350 -0.056 -0.184 0.102 0.078
C -2.741 -1.936 1.180 0.236 -0.139 0.233
C -1.220 -1.902 1.334 -0.194 0.084 0.024
N -0.599 -2.516 0.174 -0.137 -0.177 -0.030
C -0.987 -1.816 -1.038 -0.137 0.271 -0.094
H -0.510 -2.311 -1.888 -0.005 -0.001 -0.062
C -2.512 -1.851 -1.223 0.295 -0.399 -0.322
C -2.981 -3.272 -1.577 -0.404 0.329 0.005
H -2.729 -3.954 -0.766 0.042 -0.105 -0.022
H -2.445 -3.596 -2.470 0.090 -0.054 -0.037
C -4.484 -3.334 -1.859 0.307 -0.082 -0.247
O -5.273 -3.133 -0.717 -0.349 -0.020 0.409
H -4.907 -2.353 -0.269 0.105 -0.022 -0.074
H -4.750 -4.324 -2.243 0.048 0.109 -0.075
H -4.736 -2.589 -2.632 0.035 -0.108 -0.038
H -2.763 -1.194 -2.064 0.004 -0.026 0.034
H -0.659 -0.765 -1.025 0.001 -0.203 -0.009
C 0.847 -2.638 0.312 -0.093 -0.055 -0.008
C 1.560 -1.338 0.510 0.136 0.149 0.063
C 1.819 -0.689 1.671 -0.074 -0.481 -0.554
N 2.373 0.547 1.577 0.383 0.565 0.354
C 2.551 0.896 0.346 -0.405 -0.625 -0.470
N 2.991 2.113 -0.045 0.103 0.378 -0.090
C 3.412 2.343 -1.405 0.220 -0.018 -0.012
H 3.287 3.412 -1.608 -0.047 -0.107 -0.072
H 2.778 1.782 -2.092 -0.001 0.142 -0.064
C 4.892 1.931 -1.564 -0.031 -0.007 -0.206
H 4.978 0.894 -1.893 -0.024 0.094 -0.035
O 5.571 1.991 -0.327 0.047 -0.177 0.085
C 5.173 3.094 0.451 -0.055 0.158 0.038
H 5.851 3.121 1.305 -0.077 0.118 -0.049
C 3.711 2.927 0.919 0.137 0.077 0.142
H 3.221 3.904 1.003 0.074 -0.011 0.093
H 3.661 2.415 1.879 0.007 0.122 -0.079
H 5.294 4.024 -0.125 0.030 -0.040 0.067
H 5.386 2.583 -2.301 -0.058 -0.085 0.038
S 2.046 -0.320 -0.829 0.150 0.124 0.636
H 1.629 -1.086 2.653 -0.099 -0.187 0.155
H 1.038 -3.277 1.180 0.076 0.012 -0.097
H 1.222 -3.142 -0.583 0.021 -0.092 0.106
H -0.937 -2.478 2.219 -0.018 0.027 0.048
H -0.878 -0.866 1.482 -0.009 -0.108 0.019
H -3.203 -1.416 2.022 -0.036 -0.040 -0.005
H -3.067 -2.980 1.202 0.008 0.031 0.102
H -4.020 0.337 -0.945 0.036 0.048 0.125
H -4.133 0.279 0.827 -0.041 0.058 -0.122
H -1.636 1.525 -1.935 -0.112 -0.071 -0.222
H 0.250 2.932 -0.607 0.217 0.162 0.001
H -0.711 2.519 3.232 -0.020 0.082 0.107
H 0.209 3.678 2.250 -0.017 0.083 0.036
H 0.849 2.055 2.529 -0.010 0.022 0.065
```
Forces are in eV/Å.

ORCA calculation (wB97M-V/def2-TZVPD) on the molecule C3H5N3O.

Results
Frontier orbital gap, eV: 8.061
Relative energy (zero: lowest compared OMol25 entry of this formula, charge and spin), eV: 6.294
LUMO, hartree: 0.0145
M, g/mol: 99.09
HOMO energy, eV: -7.67
Spin multiplicity: 1

```
12
Properties=species:S:1:pos:R:3:forces:R:3
N 0.936 0.429 0.879 -0.937 -0.384 0.137
C 0.344 -0.306 -0.270 -0.276 0.188 0.261
C -0.919 0.044 -0.040 0.298 -0.036 0.045
N 1.157 -1.009 -1.144 0.074 -0.020 -0.095
C -0.566 0.861 1.227 0.577 -0.649 -0.402
O -2.129 -0.079 -0.630 0.071 0.039 -0.103
N 0.378 1.817 1.068 0.152 0.814 -0.065
H -2.032 -0.347 -1.553 -0.004 0.032 0.112
H 1.303 -0.088 1.674 -0.090 0.068 -0.017
H 0.660 -1.480 -1.889 0.084 0.067 0.118
H 1.937 -0.465 -1.498 -0.134 -0.017 -0.011
H -1.068 0.625 2.175 0.184 -0.102 0.019
```
Forces are in eV/Å.

ORCA calculation (wB97M-V/def2-TZVPD) on a cluster of 4 separate species, C32H54F3N3O9 in total.

Results
Frontier orbital gap, eV: 8.253
SMILES string: C#CC[C@@](CC(=O)OC(C)=O)(Cc1ccc(C)cc1)OC(=O)C[C@@H](O)C(F)(F)F.COC[C@@H](C)N.COC[C@@H](C)N.COC[C@@H](C)N
LUMO, hartree: -0.0122
M, g/mol: 681.79
HOMO energy, eV: -8.58
Spin multiplicity: 1

```
101
Properties=species:S:1:pos:R:3:forces:R:3
C 3.228 -0.233 5.671 -4.753 -4.944 -6.927
C 2.509 -0.982 4.693 5.406 5.755 5.728
C 1.870 -1.559 3.299 0.202 -0.250 1.303
C 0.607 -0.636 2.711 1.358 0.535 0.816
C 0.054 0.457 3.849 -0.675 0.543 0.218
C -1.450 1.063 3.451 -5.583 -3.110 0.266
O -2.594 0.339 3.584 7.686 4.536 -0.661
O -1.660 2.464 2.969 -1.488 -2.477 2.724
C -2.925 2.855 3.675 -6.262 0.420 -1.370
C -2.801 3.047 5.331 0.536 -0.140 -0.035
O -4.109 3.005 3.075 8.560 -0.801 3.500
C 1.176 0.098 1.361 0.631 1.626 -0.449
C 2.286 1.306 1.673 2.403 3.268 0.631
C 3.782 1.064 2.297 -0.987 3.570 -0.749
C 4.799 2.349 2.558 -3.556 0.742 -1.637
C 4.397 3.924 2.168 -2.304 -3.389 -0.272
C 5.502 5.108 2.437 0.041 0.000 -1.373
C 2.891 4.168 1.494 1.634 -3.743 1.326
C 1.883 2.869 1.291 3.195 -0.223 1.121
O -0.502 -1.577 2.497 0.285 0.633 -3.703
C -0.673 -1.942 1.084 2.852 -5.078 -2.145
O 0.008 -2.990 0.611 -4.235 6.418 3.054
C -1.695 -1.147 0.034 1.323 0.982 0.788
C -2.985 -2.040 -0.435 -0.117 2.237 0.771
O -3.959 -2.061 0.673 1.399 1.045 -1.109
C -3.725 -1.169 -1.657 -1.674 0.940 -1.768
F -3.135 0.177 -1.853 -1.889 -4.131 0.446
F -5.187 -0.933 -1.360 4.923 -0.686 -1.120
F -3.687 -1.856 -2.969 -0.008 2.197 4.013
H 3.851 0.394 6.474 -1.930 -1.981 -2.186
H 1.441 -2.631 3.532 0.792 2.238 -0.451
H 2.715 -1.693 2.471 -1.806 0.469 1.980
H -0.111 -0.058 4.913 0.222 0.857 -2.589
H 0.802 1.339 4.035 -1.393 -1.748 -0.729
H -1.790 2.618 5.759 -1.908 0.840 -1.173
H -2.806 4.203 5.588 -0.216 -2.484 -0.703
H -3.665 2.466 5.910 1.721 1.480 -1.721
H 1.747 -0.638 0.615 -1.622 1.336 1.772
H 0.288 0.660 0.795 1.917 -1.334 1.155
H 4.159 -0.027 2.602 -0.947 2.810 -0.751
H 5.847 2.144 3.039 -2.266 0.415 -1.051
H 6.065 5.280 1.401 -1.223 -0.373 2.109
H 6.349 4.811 3.204 -2.096 0.471 -1.393
H 5.019 6.161 2.699 0.880 -2.503 -0.338
H 2.586 5.279 1.183 0.578 -2.867 0.746
H 0.834 3.091 0.807 2.293 -0.581 1.106
H -0.992 -0.818 -0.872 -1.594 -1.023 1.914
H -2.012 -0.128 0.567 0.314 -2.359 -1.175
H -2.635 -3.093 -0.804 -1.145 2.006 0.835
H -4.126 -1.108 1.003 0.578 -2.115 -0.898
C -2.067 -1.440 -7.820 0.241 -0.255 -0.118
C -2.523 -1.138 -6.395 -0.212 0.326 -0.279
C -4.058 -1.014 -6.251 0.090 0.193 0.357
O -4.597 0.220 -6.734 0.032 -0.617 -0.083
C -4.794 0.264 -8.139 -0.027 0.396 0.194
N -1.839 0.074 -5.920 -0.324 0.083 0.143
H -2.105 -0.564 -8.471 -0.060 -0.035 0.127
H -1.026 -1.789 -7.820 -0.205 0.118 0.045
H -2.680 -2.229 -8.270 0.046 0.094 0.034
H -2.203 -1.980 -5.769 -0.130 0.112 0.047
H -4.299 -1.042 -5.182 0.020 0.146 -0.195
H -4.575 -1.868 -6.707 0.038 0.034 -0.177
H -5.094 -0.706 -8.545 0.094 -0.030 0.023
H -3.890 0.623 -8.632 -0.011 -0.147 -0.210
H -5.589 0.986 -8.346 0.045 -0.092 0.124
H -2.072 0.216 -4.937 0.128 -0.063 -0.120
H -2.276 0.873 -6.389 0.201 -0.251 0.080
C 5.476 2.722 -3.595 -0.037 -0.199 -0.299
C 5.026 4.148 -3.289 0.149 -0.175 0.397
C 6.140 5.029 -2.677 -0.308 0.165 0.096
O 6.404 4.768 -1.295 0.210 0.054 -0.549
C 7.252 3.654 -1.061 -0.210 0.062 0.345
N 3.840 4.100 -2.421 0.222 0.299 0.178
H 5.544 2.099 -2.700 -0.012 0.144 -0.018
H 4.760 2.233 -4.268 0.105 0.140 0.180
H 6.453 2.716 -4.091 -0.083 -0.004 0.065
H 4.734 4.605 -4.242 0.052 0.087 0.138
H 5.805 6.072 -2.720 0.007 -0.118 0.138
H 7.064 4.977 -3.265 0.044 -0.163 0.047
H 8.017 3.546 -1.835 -0.074 -0.010 -0.055
H 6.658 2.743 -0.979 0.152 -0.140 -0.097
H 7.753 3.806 -0.100 -0.055 0.087 -0.095
H 3.486 5.049 -2.299 -0.047 -0.182 -0.099
H 4.160 3.840 -1.483 -0.163 -0.061 -0.240
C -4.553 -5.033 4.175 -0.248 0.170 0.152
C -3.644 -4.697 2.996 0.088 -0.321 0.155
C -3.556 -5.826 1.943 0.282 0.194 0.019
O -2.726 -6.926 2.327 -0.555 0.181 -0.176
C -3.357 -7.866 3.182 0.428 -0.045 -0.021
N -2.315 -4.331 3.505 0.104 -0.248 -0.278
H -4.088 -5.722 4.884 0.021 0.027 -0.121
H -4.800 -4.122 4.736 0.119 -0.166 -0.140
H -5.494 -5.476 3.832 0.094 0.022 0.038
H -4.074 -3.819 2.498 0.149 -0.158 -0.062
H -3.093 -5.409 1.041 0.087 -0.097 0.119
H -4.551 -6.177 1.645 -0.044 -0.076 0.144
H -4.420 -7.986 2.953 -0.011 0.096 0.038
H -3.220 -7.575 4.225 -0.230 -0.068 0.083
H -2.864 -8.833 3.045 -0.019 0.133 -0.089
H -1.741 -4.014 2.723 -0.070 0.069 0.186
H -1.855 -5.196 3.805 -0.163 0.267 -0.016
```
Forces are in eV/Å.

ORCA calculation (wB97M-V/def2-TZVPD) on the molecule C12H9NO2S.

Results
Frontier orbital gap, eV: 8.539
SMILES string: O=c1cc2n(cc1O)-c1ccccc1SC2
Relative energy (zero: lowest compared OMol25 entry of this formula, charge and spin), eV: 0.476
LUMO, hartree: 0.0090
M, g/mol: 231.28
HOMO energy, eV: -8.30
Spin multiplicity: 1

```
25
Properties=species:S:1:pos:R:3:forces:R:3
O 0.387 -0.567 4.508 -0.420 0.576 -2.483
O 0.537 -2.879 2.817 0.258 2.164 -2.237
S 0.940 2.444 -0.570 -0.674 0.362 0.778
C 0.227 -0.389 3.269 0.176 -0.157 2.264
C -0.110 0.938 2.625 0.152 -2.277 1.556
C 0.380 -1.530 2.340 -1.181 0.142 -0.841
C 0.171 -1.273 0.975 -0.331 -2.985 2.449
C -0.423 1.000 1.336 1.364 0.530 -1.498
C 0.417 -0.092 -3.712 -0.770 -0.714 0.835
C -0.443 -1.126 -3.131 1.050 1.969 0.852
C 0.788 1.018 -2.964 -0.663 -0.850 1.077
C -0.847 -1.015 -1.773 1.827 0.956 -1.506
C 0.416 1.092 -1.557 0.676 -0.230 -1.236
C -0.252 0.041 -0.962 -1.755 -1.430 -1.131
N -0.410 -0.110 0.461 1.504 0.646 0.795
C -0.440 2.368 0.695 -1.106 -1.176 -1.186
H 0.385 -3.002 3.755 0.001 0.974 0.460
H -0.168 1.858 3.201 0.238 -0.461 0.164
H 0.269 -2.216 0.374 -0.280 1.492 -0.028
H 0.781 -0.150 -4.756 -0.423 -0.181 0.776
H -0.685 -1.980 -3.747 -0.367 0.041 0.112
H 1.432 1.762 -3.434 -0.325 0.056 0.402
H -1.521 -1.765 -1.372 0.252 0.175 0.283
H -1.425 2.389 0.198 0.440 0.674 -0.406
H -0.404 3.182 1.423 0.359 -0.295 -0.255
```
Forces are in eV/Å.

ORCA calculation (wB97M-V/def2-TZVPD) on a cluster of 2 separate species, C10H16 in total.

Results
Frontier orbital gap, eV: 10.011
SMILES string: Cc1ccccc1.CCC
Relative energy (zero: lowest compared OMol25 entry of this formula, charge and spin), eV: 0.843
LUMO, hartree: 0.0369
M, g/mol: 136.24
HOMO energy, eV: -9.01
Spin multiplicity: 1

```
26
Properties=species:S:1:pos:R:3:forces:R:3
C -1.111 -1.743 -2.226 -1.617 0.034 0.727
C 2.063 -0.174 -0.956 -0.766 0.435 1.016
C 0.894 -0.354 -1.680 0.002 -0.702 -1.179
C 2.130 -0.671 0.348 0.279 -0.103 -0.275
C -0.119 -1.222 -1.262 1.987 0.734 1.119
C 1.064 -1.391 0.897 0.729 1.366 -0.410
C 0.007 -1.665 0.063 -1.636 -1.242 -0.833
H 2.826 0.508 -1.300 0.212 -0.230 -0.236
H 0.828 -0.008 -2.710 0.112 0.292 0.171
H 3.055 -0.540 0.897 -0.178 0.207 0.234
H 1.047 -1.525 1.969 -0.016 -0.752 -0.071
H -1.439 -0.995 -2.939 0.596 0.029 -0.610
H -2.078 -1.949 -1.737 0.420 -0.384 0.158
H -0.764 -2.388 0.329 -0.030 0.268 0.611
H -0.740 -2.667 -2.664 -0.129 0.105 -0.386
C -1.317 2.368 0.930 1.828 -0.270 0.499
C -2.312 1.290 1.407 0.072 0.825 -1.431
C -0.107 2.482 1.915 -1.024 0.862 -0.424
H -0.795 2.199 -0.021 -0.785 -0.597 -0.139
H -1.771 3.342 0.818 -0.285 0.259 0.094
H -1.860 0.692 2.189 -0.276 -0.157 0.142
H 0.218 1.500 2.245 0.021 -0.026 0.145
H 0.726 2.982 1.422 0.079 -0.004 0.076
H -0.433 3.121 2.741 0.352 -0.354 0.325
H -3.247 1.772 1.694 0.066 -0.204 0.494
H -2.569 0.677 0.544 -0.011 -0.394 0.183
```
Forces are in eV/Å.

ORCA calculation (wB97M-V/def2-TZVPD) on a structure of composition C2H4Br2O2.

Results
Frontier orbital gap, eV: 9.184
Relative energy (zero: lowest compared OMol25 entry of this formula, charge and spin), eV: 2.998
LUMO, hartree: 0.0053
M, g/mol: 219.86
HOMO energy, eV: -9.04
Spin multiplicity: 1

```
10
Properties=species:S:1:pos:R:3:forces:R:3
C 1.606 0.240 0.367 1.437 1.925 0.555
C -1.661 -0.286 0.019 -0.772 -0.382 1.076
O 1.290 -0.738 1.216 0.113 0.010 0.900
O -2.870 0.127 -0.188 0.871 0.099 -0.874
Br 0.258 1.769 0.206 0.113 0.157 0.022
Br -0.559 -0.817 -1.543 -1.028 -0.389 -0.969
H 2.335 0.889 0.884 0.050 -0.692 -0.584
H 1.915 -0.060 -0.641 -0.380 0.270 0.298
H 0.859 -1.459 0.784 -0.746 -0.715 -0.609
H -3.173 0.336 -1.103 0.343 -0.283 0.185
```
Forces are in eV/Å.